1.
One molecule with the formula C23H27N5O3. Source: the Open Molecules 2025 dataset; level of theory: ωB97M-V/def2-TZVPD.

Values from the calculation:
multiplicity: 1
structure (SMILES): COc1cccc(NC(=O)[C@H](CC(C)C)NC(=O)N2CCn3c2nc2ccccc23)c1
frontier orbital gap: 8.67 eV
HOMO level: -8.25 eV

Each line ends with the Mulliken charge.
Positions of all 58 atoms, in Å:
C 7.456 1.905 -0.143  -0.8784
H 8.303 1.402 -0.608  0.2490
O 6.407 0.970 -0.152  -0.3903
C 5.206 1.331 0.376  0.4984
C 4.926 2.574 0.933  -0.5926
C 3.659 2.822 1.438  -0.8131
C 2.675 1.858 1.397  -0.9567
C 2.955 0.608 0.840  0.6581
C 4.216 0.349 0.332  -0.0994
H 4.450 -0.608 -0.101  0.6050
N 1.924 -0.335 0.820  0.0782
C 1.924 -1.603 0.339  -0.0687
O 2.872 -2.170 -0.155  -0.6815
C 0.573 -2.320 0.516  0.2716
N -0.502 -1.416 0.855  -0.6032
C -1.321 -1.656 1.904  0.7047
O -1.144 -2.471 2.781  -0.7242
N -2.422 -0.800 1.928  0.0278
C -2.801 0.070 0.954  0.2370
N -2.267 0.471 -0.164  -0.3352
C -3.197 1.365 -0.670  0.0973
C -3.167 2.104 -1.842  -0.7271
C -4.242 2.931 -2.107  -0.5079
C -5.326 3.029 -1.237  -0.4732
C -5.378 2.301 -0.062  -1.1261
C -4.307 1.471 0.210  0.6899
N -4.010 0.620 1.247  0.1880
C -4.556 0.127 2.483  -0.5513
H -5.513 -0.376 2.315  0.3550
H -4.710 0.942 3.197  0.3375
C -3.457 -0.857 2.958  -0.8357
H -3.029 -0.565 3.921  0.3709
H -3.825 -1.882 3.049  0.3857
H -6.218 2.375 0.613  0.4134
H -6.144 3.688 -1.486  0.3745
H -4.245 3.519 -3.013  0.3874
H -2.329 2.028 -2.515  0.4576
H -0.846 -0.790 0.128  0.7012
C 0.256 -3.190 -0.711  -1.3888
H -0.448 -3.970 -0.412  0.4390
H 1.191 -3.669 -1.008  0.4926
C -0.330 -2.438 -1.913  1.1204
C -0.577 -3.437 -3.043  -1.7391
H -1.230 -4.242 -2.713  0.4040
H -1.044 -2.944 -3.892  0.4272
H 0.364 -3.872 -3.373  0.3735
C 0.588 -1.320 -2.400  -1.3455
H 0.653 -0.511 -1.676  0.2767
H 0.206 -0.904 -3.330  0.4964
H 1.589 -1.703 -2.578  0.2596
H -1.296 -2.002 -1.631  -0.0182
H 0.701 -2.984 1.383  0.6840
H 1.049 -0.023 1.224  -0.0513
H 1.690 2.063 1.792  0.3896
H 3.443 3.788 1.869  0.3552
H 5.673 3.349 0.980  0.4079
H 7.205 2.799 -0.724  0.3467
H 7.727 2.199 0.876  0.3466

---

2.
One molecule with the formula C23H27N5O3. Source: the Open Molecules 2025 dataset; level of theory: ωB97M-V/def2-TZVPD.

Values from the calculation:
multiplicity: 1
frontier orbital gap: 9.39 eV
HOMO level: -8.82 eV

Each line ends with the Mulliken charge.
Positions of all 58 atoms, in Å:
N -2.669 -5.232 0.585  -0.7780
N -2.652 -4.206 0.122  0.8030
N -2.794 -3.228 -0.529  -0.5760
C -2.240 -1.917 -0.323  0.3798
C -0.729 -1.962 -0.373  0.4311
C -0.004 -2.638 0.600  -0.0325
C 1.375 -2.694 0.530  -1.0757
C 2.046 -2.076 -0.511  -0.3830
C 1.331 -1.391 -1.477  -0.8042
C -0.050 -1.337 -1.410  -0.2974
H -0.609 -0.810 -2.171  0.4143
H 1.852 -0.900 -2.286  0.4480
H 3.122 -2.127 -0.569  0.5456
H 1.929 -3.222 1.292  0.3934
H -0.518 -3.123 1.418  0.3770
C -2.765 -1.296 0.992  -0.3445
C -4.052 -0.492 0.770  -1.7135
N -3.793 0.860 0.308  0.2326
C -3.791 1.122 -1.022  0.8493
O -4.091 0.286 -1.853  -0.6673
C -3.363 2.525 -1.416  -0.9989
H -3.653 2.674 -2.457  0.4438
H -3.884 3.265 -0.810  0.3307
C -1.842 2.692 -1.282  -0.8814
C -1.271 1.947 -0.077  1.6909
N 0.154 2.195 0.022  -0.1640
C 0.944 1.396 0.772  0.5144
O 0.566 0.412 1.360  -0.6091
O 2.210 1.869 0.780  -0.5032
C 3.184 1.070 1.441  -1.0135
C 4.132 0.399 0.481  0.6687
C 4.146 0.716 -0.868  -0.3094
C 5.025 0.078 -1.727  -0.5418
C 5.903 -0.876 -1.243  -0.4514
C 5.899 -1.190 0.107  -0.5521
C 5.018 -0.557 0.964  -0.4350
H 5.009 -0.808 2.015  0.4018
H 6.581 -1.934 0.490  0.3848
H 6.587 -1.374 -1.913  0.3775
H 5.024 0.328 -2.778  0.4182
H 3.461 1.461 -1.244  0.4151
H 3.739 1.740 2.108  0.4252
H 2.665 0.313 2.042  0.4192
H 0.537 3.062 -0.319  0.4156
C -1.968 2.310 1.242  -0.9354
H -1.411 1.815 2.038  0.4372
H -1.903 3.387 1.404  0.3248
C -3.444 1.863 1.289  -1.0647
H -4.099 2.731 1.158  0.4169
H -3.661 1.446 2.273  0.3796
H -1.369 0.868 -0.233  -1.1095
H -1.357 2.304 -2.179  0.3972
H -1.601 3.755 -1.201  0.4364
H -4.625 -0.432 1.700  0.4247
H -4.667 -0.984 0.012  0.4843
H -2.964 -2.093 1.712  0.7025
H -1.989 -0.656 1.417  0.3173
H -2.612 -1.333 -1.171  0.1403

---

It is 2 that is the least stable of them.

---

1.
One molecule with the formula C2H4N2O2S2. Source: the Open Molecules 2025 dataset; level of theory: ωB97M-V/def2-TZVPD.

Values from the calculation:
multiplicity: 1
structure (SMILES): CS(=O)(=O)N(S)C#N
frontier orbital gap: 8.34 eV
HOMO level: -10.23 eV

Each line ends with the Mulliken charge.
Positions of all 12 atoms, in Å:
C 1.941 -0.873 -1.415  0.5108
C -0.563 0.778 -0.618  -0.9093
N 1.860 -1.674 -2.234  -0.4590
N 1.935 -0.005 -0.443  -0.3692
O 1.356 2.159 0.630  -0.6371
O 1.402 2.089 -1.832  -0.5800
S 3.700 0.030 0.610  -0.0093
S 1.103 1.456 -0.589  1.2111
H -1.246 1.587 -0.841  0.3346
H -0.593 0.027 -1.397  0.3713
H -0.766 0.347 0.354  0.3160
H 3.217 1.089 1.283  0.2201

---

2.
One molecule with the formula C2H4N2O2S2. Source: the Open Molecules 2025 dataset; level of theory: ωB97M-V/def2-TZVPD.

Values from the calculation:
multiplicity: 1
structure (SMILES): O=CSNC(=S)NO
frontier orbital gap: 8.36 eV
HOMO level: -8.74 eV

Each line ends with the Mulliken charge.
Positions of all 12 atoms, in Å:
C 0.010 -0.984 -0.305  0.4227
C -0.709 2.181 -0.050  0.1469
H 0.771 -2.543 1.175  0.3327
H 1.547 0.173 0.755  0.3054
H -0.911 -0.143 -1.871  0.2947
H -0.562 3.291 0.073  0.3105
N 0.934 -0.739 0.617  -0.1631
N -0.073 -0.098 -1.360  -0.2720
O 0.883 -1.555 1.859  -0.4307
O -1.426 1.315 0.604  -0.4082
S -0.951 -2.399 -0.156  -0.4705
S 0.487 1.502 -1.341  -0.0682

---

It is 2 that is the least stable of them.

---

1.
One molecule with the formula C10H15N5O4. Source: the Open Molecules 2025 dataset; level of theory: ωB97M-V/def2-TZVPD.

Values from the calculation:
multiplicity: 1
structure (SMILES): NC(=O)C[C@H](N)C(=O)N[C@@H](Cc1c[nH]cn1)C(=O)O
frontier orbital gap: 9.55 eV
HOMO level: -9.07 eV

Each line ends with the Mulliken charge.
Positions of all 34 atoms, in Å:
C -1.872 -1.293 -0.033  0.5883
C -0.885 -0.702 1.005  0.1495
C -3.152 -0.415 0.032  -1.3376
C -2.915 1.010 -0.402  0.5623
C 1.122 -1.374 -0.402  -0.3412
C 2.460 -2.149 -0.215  0.0985
C 1.382 -0.088 -1.271  -0.3720
C 2.114 1.042 -0.545  0.2674
C 2.080 2.394 -0.743  -0.9089
C 3.173 1.948 1.071  -0.4082
H -1.400 -3.305 0.291  0.2998
H -2.705 -2.761 1.018  0.2935
H -1.435 -1.088 -1.051  0.2365
H -3.936 -0.827 -0.603  0.4229
H -3.536 -0.437 1.054  0.4055
H -3.771 2.763 -0.411  0.3059
H -4.841 1.652 -0.001  0.2436
H 1.001 -0.671 1.595  0.3468
H 0.476 -2.024 -1.075  0.5075
H 0.356 0.172 -1.586  0.1804
H 1.937 -0.338 -2.175  0.5476
H 1.648 2.962 -1.557  0.4263
H 3.811 2.175 1.934  0.4071
H 2.984 3.949 0.432  0.2058
H 3.066 -0.780 0.923  0.5808
N -2.168 -2.689 0.132  -0.6913
N -3.860 1.866 0.024  -0.4713
N 0.435 -1.021 0.842  0.1167
N 2.807 0.787 0.634  -0.1649
N 2.810 2.960 0.268  -0.0636
O -1.291 -0.144 2.018  -0.7000
O -1.902 1.266 -0.970  -0.5596
O 2.754 -3.040 -1.004  -0.6114
O 3.254 -1.800 0.771  -0.5625

---

2.
One molecule with the formula C10H15N5O4. Source: the Open Molecules 2025 dataset; level of theory: ωB97M-V/def2-TZVPD.

Values from the calculation:
multiplicity: 1
structure (SMILES): NC(=O)C[C@H](NC(=O)[C@@H](N)Cc1c[nH]cn1)C(=O)O
frontier orbital gap: 9.55 eV
HOMO level: -9.24 eV

Each line ends with the Mulliken charge.
Positions of all 34 atoms, in Å:
C -0.647 -1.704 0.553  -0.0157
C 0.370 -0.751 -0.064  0.2324
C -1.848 -1.663 -0.351  -0.7123
C -2.598 -0.351 -0.250  0.0577
C -3.936 -0.214 -0.406  -0.7005
C -3.004 1.774 -0.261  -0.5412
C 2.026 1.070 0.452  0.2991
C 1.508 2.539 0.229  0.2975
C 2.987 0.758 -0.738  -0.8792
C 3.716 -0.543 -0.398  0.3255
H -1.494 -2.065 2.544  0.3084
H -1.369 -0.482 1.997  0.2851
H -0.225 -2.662 0.517  0.5335
H -1.475 -1.850 -1.425  0.3422
H -2.510 -2.470 -0.069  0.4627
H -4.657 -1.047 -0.550  0.3675
H -2.827 2.774 0.032  0.4369
H -5.094 1.683 -0.516  0.2608
H 1.128 -0.311 1.808  0.3486
H 2.657 1.192 1.362  0.4194
H 3.666 1.632 -0.717  0.5588
H 2.493 0.728 -1.671  0.2788
H 3.785 -2.536 -0.909  0.2492
H 2.643 -1.453 -1.717  0.2483
H -0.342 1.836 0.015  0.6552
N -0.813 -1.376 1.992  -0.8321
N -1.988 0.859 -0.153  -0.3013
N -4.176 1.187 -0.477  -0.0840
N 1.011 0.063 0.781  -0.1305
N 3.424 -1.611 -1.118  -0.3229
O 0.540 -0.643 -1.247  -0.6986
O 2.289 3.461 0.293  -0.6024
O 4.546 -0.505 0.524  -0.6709
O 0.212 2.684 -0.063  -0.4761

---

It is 2 that is the least stable of them.

---

1.
One molecule with the formula C4H8Br2Si. Source: the Open Molecules 2025 dataset; level of theory: ωB97M-V/def2-TZVPD.

Values from the calculation:
multiplicity: 1
structure (SMILES): C[Si](C)(Br)/C=C/Br
frontier orbital gap: 10.39 eV
HOMO level: -9.76 eV

Each line ends with the Mulliken charge.
Positions of all 15 atoms, in Å:
C 0.104 -1.122 0.657  -0.0736
C 0.896 -1.658 1.566  -0.4955
C -1.854 1.072 0.010  -1.0700
C 0.878 0.627 -1.733  -0.9660
Si 0.113 0.557 -0.006  0.6127
Br 0.565 -3.432 2.408  -0.1975
Br 1.567 1.740 1.150  -0.3081
H -0.676 -1.803 0.221  0.2759
H 1.822 -1.288 1.855  0.3758
H -2.207 1.934 -0.526  0.3424
H -2.299 0.189 -0.409  0.2912
H -2.267 1.167 1.007  0.3269
H 1.855 0.972 -1.459  0.2706
H 1.022 -0.366 -2.333  0.2834
H 0.481 1.411 -2.408  0.3317

---

2.
C4H8Br2Si as an isolated structure. Source: the Open Molecules 2025 dataset; level of theory: ωB97M-V/def2-TZVPD.

Values from the calculation:
multiplicity: 1
frontier orbital gap (spin up / spin down): 7.68 / 8.01 eV
HOMO level (spin up / spin down): -8.31 / -8.18 eV

Each line ends with the Mulliken charge.
Positions of all 15 atoms, in Å:
C 0.117 -0.723 -1.180  -0.4383
C -1.934 0.173 0.607  0.0025
C 1.023 0.285 -1.704  -0.9558
C 0.786 0.321 1.744  -1.1826
Si -0.316 -0.739 0.658  0.3470
Br -3.458 -0.939 0.026  -0.1508
Br -2.363 1.986 0.525  -0.0331
H -0.452 -1.157 -1.917  0.5108
H 2.122 -0.029 -1.602  0.2661
H 0.885 0.246 -2.789  0.3431
H 0.861 1.290 -1.357  0.3002
H 1.160 -0.246 2.514  0.3669
H 1.632 0.662 1.132  0.3288
H 0.370 1.122 2.195  0.4221
H -0.434 -2.251 1.147  -0.1269

---

It is 2 that is the least stable of them.